Below is 8 unconnected molecules or ions with the total composition C15H26F3N2O15 in a non-equilibrium geometry, with properties calculated with ωB97M-V/def2-TZVPD.

Summary:
F_max = 1.4 eV/Å
DFT total energy = -57824.7933 eV
Net charge = -1

Each line ends with the natural charge from an NBO analysis.
Positions of all 61 atoms, in Å:
F (17.646, 2.207, -5.314)  -0.353
F (15.665, 5.038, -10.946)  -0.331
F (7.947, -2.589, -6.410)  -0.327
O (14.303, 2.239, -11.011)  -0.483
O (10.625, 0.885, -6.217)  -0.533
O (12.707, 2.604, -9.447)  -0.549
O (14.635, 3.751, -9.409)  -0.496
O (9.645, 6.621, -3.961)  -0.702
O (13.992, 3.020, -6.609)  -0.539
O (16.235, 2.962, -6.875)  -0.507
O (10.628, -0.987, -4.966)  -0.496
O (8.229, 3.681, -7.554)  -0.840
O (10.293, 6.067, -6.025)  -0.872
O (11.609, 5.676, -10.010)  -0.862
O (9.334, -0.882, -6.772)  -0.477
O (10.211, 6.337, -11.630)  -0.687
O (5.997, 3.675, -7.541)  -0.747
O (15.357, 4.442, -5.501)  -0.476
N (11.051, 3.792, -7.631)  -0.938
N (10.968, 7.524, -8.319)  -0.927
C (16.760, 4.411, -5.169)  -0.139
C (7.099, 3.110, -7.490)  0.769
C (7.150, 1.607, -7.193)  -0.730
C (12.345, 5.489, -12.254)  -0.719
C (13.768, 2.825, -9.908)  0.986
C (9.239, -2.201, -6.274)  0.450
C (17.314, 3.316, -6.069)  0.429
C (10.218, -0.197, -6.004)  0.973
C (11.745, 5.526, -4.217)  -0.739
C (15.060, 3.422, -6.332)  0.983
C (15.671, 2.627, -11.096)  -0.132
C (11.270, 5.860, -11.240)  0.781
C (10.407, 6.073, -4.752)  0.788
C (15.767, 3.879, -10.245)  0.440
C (9.668, -2.018, -4.829)  -0.133
H (10.870, 4.563, -6.947)  0.464
H (16.250, 1.848, -10.596)  0.192
H (9.877, -2.902, -6.814)  0.145
H (18.189, 3.515, -6.683)  0.167
H (8.803, -1.718, -4.227)  0.198
H (7.502, 1.482, -6.166)  0.198
H (7.952, 1.137, -7.773)  0.196
H (16.733, 4.022, -4.151)  0.224
H (13.107, 6.272, -12.220)  0.210
H (17.171, 5.406, -5.284)  0.214
H (16.605, 3.895, -9.550)  0.156
H (10.304, 8.281, -8.411)  0.416
H (11.800, 4.434, -4.286)  0.207
H (11.881, 7.950, -8.181)  0.391
H (12.538, 5.891, -4.870)  0.197
H (11.998, 5.430, -13.285)  0.209
H (11.424, 4.179, -8.507)  0.452
H (6.228, 1.085, -7.443)  0.196
H (15.964, 2.801, -12.127)  0.219
H (11.773, 3.192, -7.248)  0.428
H (11.852, 5.789, -3.167)  0.209
H (10.742, 6.889, -7.530)  0.486
H (12.755, 4.508, -12.012)  0.198
H (10.089, 3.421, -7.801)  0.494
H (10.020, -2.922, -4.335)  0.200
H (11.142, 6.844, -9.147)  0.472